# 1
A cluster of 2 separate species, C3H7NO2 in total in a non-equilibrium geometry, computed with wB97M-V/def2-TZVPD.

XYZ file:
```
13
C3H7NO2 (wB97M-V/def2-TZVPD)
O -0.56050 2.20723 -1.74115
O 1.90221 -0.30055 1.35340
H 0.13838 0.68255 0.96694
H -0.18436 -2.15200 0.40592
H 1.27236 1.68703 -1.06973
C -0.17376 -1.50994 1.28946
H 0.22697 -2.09032 2.12196
C 0.25456 1.30244 -1.19265
C 0.72446 -0.32894 1.01727
N -0.00927 0.02747 -1.22351
H -1.42661 1.83122 -1.95298
H -0.97237 -0.17284 -1.48572
H -1.19206 -1.18335 1.51078
```

Summary:
Molecular weight ... 89.1 g mol⁻¹
Energy relative to the best compared isomer or geometry (same formula, charge and spin) ... 2.790 eV
SMILES ... [H]/N=C\O.CC=O
Frontier orbital gap ... 0.35275 hartree
Charge ... 0

Want to see where the charge sits? The natural (NBO) charges in e are: atom 1 (O): -0.664, atom 2 (O): -0.570, atom 3 (H): 0.082, atom 4 (H): 0.239, atom 5 (H): 0.197, atom 6 (C): -0.722, atom 7 (H): 0.237, atom 8 (C): 0.426, atom 9 (C): 0.461, atom 10 (N): -0.716, atom 11 (H): 0.483, atom 12 (H): 0.334, atom 13 (H): 0.214

# 2
A cluster of 7 separate species, H14O7 in total in a non-equilibrium geometry, computed with wB97M-V/def2-TZVPD.

XYZ file:
```
21
H14O7 (wB97M-V/def2-TZVPD)
H 2.31689 2.71500 1.39772
H 1.28099 1.79142 0.98099
H -0.03678 2.58592 3.60095
O 1.66762 2.62106 0.72818
H -0.50355 1.17610 3.70540
H -1.08567 0.17574 -3.51081
O -2.03427 -0.55093 -0.23833
H -2.11254 -0.64569 -1.17571
O 0.48459 0.07719 1.02212
H -2.31459 0.36287 -0.11723
O -0.33117 1.86489 3.05820
O -0.15142 -2.94299 -1.65165
O 2.12843 -1.49612 -0.98190
H -0.35674 -2.17819 -1.14295
H -0.88646 -3.13962 -2.22838
H 1.90010 -1.06575 -0.15056
H -0.32238 -0.23749 0.72583
H -0.89460 0.61192 -2.03282
H 1.53312 -2.27309 -1.08480
H 0.24139 0.52540 1.85342
O -0.52298 0.02237 -2.75767
```

Summary:
Molecular weight ... 126.1 g mol⁻¹
Energy relative to the best compared isomer or geometry (same formula, charge and spin) ... 2.105 eV
SMILES ... O.O.O.O.O.O.O
Frontier orbital gap ... 0.36955 hartree
Charge ... 0

Want to see where the charge sits? The natural (NBO) charges in e are: atom 1 (H): 0.452, atom 2 (H): 0.477, atom 3 (H): 0.487, atom 4 (O): -0.942, atom 5 (H): 0.473, atom 6 (H): 0.467, atom 7 (O): -0.949, atom 8 (H): 0.480, atom 9 (O): -0.976, atom 10 (H): 0.476, atom 11 (O): -0.946, atom 12 (O): -0.951, atom 13 (O): -0.968, atom 14 (H): 0.478, atom 15 (H): 0.479, atom 16 (H): 0.479, atom 17 (H): 0.484, atom 18 (H): 0.462, atom 19 (H): 0.480, atom 20 (H): 0.484, atom 21 (O): -0.926

# 3
The ion C3H9IN with charge +1 in a non-equilibrium geometry, computed with wB97M-V/def2-TZVPD.

XYZ file:
```
14
C3H9IN (wB97M-V/def2-TZVPD)
H 0.26097 -0.82911 -1.38307
H -1.24642 2.00031 -1.07150
H 1.00797 -2.61165 0.03489
I 2.62343 0.21187 -0.25406
H -0.72795 0.47274 1.11770
C 0.34207 -1.90536 0.48562
H 0.42280 2.34287 -0.71899
H 0.74174 -1.74563 1.55961
C 0.49088 -0.59284 -0.33607
N -0.58491 0.51822 0.14132
H -0.74647 2.50308 0.46503
C -0.53571 1.93284 -0.32861
H -0.67001 -2.37392 0.57330
H -1.37840 0.07657 -0.28518
```

Summary:
Molecular weight ... 186.0 g mol⁻¹
Energy relative to the best compared isomer or geometry (same formula, charge and spin) ... 1.025 eV
SMILES ... C[NH2+][C@H](C)I
Frontier orbital gap ... 0.35545 hartree
Charge ... +1

Want to see where the charge sits? The natural (NBO) charges in e are: atom 1 (H): 0.229, atom 2 (H): 0.226, atom 3 (H): 0.266, atom 4 (I): 0.190, atom 5 (H): 0.432, atom 6 (C): -0.690, atom 7 (H): 0.260, atom 8 (H): 0.241, atom 9 (C): -0.127, atom 10 (N): -0.519, atom 11 (H): 0.228, atom 12 (C): -0.413, atom 13 (H): 0.248, atom 14 (H): 0.430